{"formula": "C3H2F2O", "method": "the ωB97M-V functional and the def2-TZVPD basis", "smiles": "C#CC(O)(F)F", "spin_multiplicity": 1, "e_lumo_ev": 0.79, "total_energy_ha": -390.397955, "symbols": ["C", "C", "C", "O", "F", "F", "H", "H"], "coordinates": [[-1.97555, 0.62688, 0.12667], [-0.79072, 0.50579, -0.14038], [0.68895, -0.04171, -0.10162], [0.73739, -1.34199, -0.01573], [1.42221, 0.51176, -1.18592], [1.34175, 0.46768, 1.01664], [-2.94836, 0.75009, -0.18612], [1.52434, -1.47849, 0.48647]], "lowdin_charge": [0.134, 0.050, -0.597, 0.164, 0.047, 0.066, 0.013, 0.123]}

=====

{"formula": "C3H2F2O2", "method": "the ωB97M-V functional and the def2-TZVPD basis", "spin_multiplicity": 1, "e_lumo_ev": 0.76, "total_energy_ha": -465.655446, "symbols": ["C", "C", "C", "O", "O", "F", "F", "H", "H"], "coordinates": [[1.21414, -0.52469, -1.56521], [0.63383, 0.25403, 0.09060], [-0.59250, -0.36333, -0.43279], [2.10153, -0.92737, -2.18400], [-0.09597, -0.93835, -1.64610], [1.25011, -0.44973, 1.15092], [-1.46440, 0.56682, -0.74666], [0.93660, 1.31691, 0.22989], [-1.04206, -1.06097, 0.32682]], "lowdin_charge": [-0.300, -0.021, -0.378, 0.194, 0.087, -0.025, 0.098, 0.156, 0.188]}

=====

{"formula": "C3H2F3LaNO5S2", "method": "the ωB97M-V functional and the def2-TZVPD basis", "total_charge": 1, "spin_multiplicity": 1, "e_lumo_ev": -6.40, "total_energy_ha": -1673.648361, "symbols": ["C", "C", "O", "La", "H", "N", "S", "O", "O", "S", "O", "O", "C", "F", "F", "F", "H"], "coordinates": [[2.26197, 2.66122, 0.57080], [1.71579, 3.84387, 0.19248], [1.17837, 4.80755, -0.08196], [1.31901, 0.47352, -0.76214], [3.33470, 2.62961, 0.32603], [-1.21661, -1.58330, 1.11437], [0.51342, -1.70927, 1.11301], [0.86296, -1.38073, 2.52906], [0.87522, -3.11538, 0.75818], [-1.90717, -1.05281, -0.16628], [-1.00482, -0.16502, -1.01051], [-3.23362, -0.49523, 0.06783], [-2.22098, -2.43519, -1.38088], [-1.11069, -2.71388, -2.04588], [-2.61838, -3.50783, -0.71577], [-3.15939, -2.08346, -2.24511], [1.99841, 2.39215, 1.65727]], "lowdin_charge": [-0.204, -0.198, 0.323, 2.085, 0.087, -0.333, 0.452, -0.438, -0.413, 0.597, -0.617, -0.254, -0.695, 0.135, 0.173, 0.165, 0.135]}

=====

{"formula": "C3H2F3N", "method": "the ωB97M-V functional and the def2-TZVPD basis", "smiles": "C1=CN=1.FC(F)F", "spin_multiplicity": 1, "e_lumo_ev": 0.14, "total_energy_ha": -469.720782, "symbols": ["C", "C", "N", "H", "F", "C", "F", "F", "H"], "coordinates": [[-1.34006, -1.83727, -0.02852], [-1.99605, -0.65286, 0.36935], [-2.49476, -1.82091, 0.75024], [-2.18275, 0.32419, 0.44731], [3.19073, -1.18984, 1.01831], [2.76755, -0.92219, -0.20588], [3.67998, -0.10247, -0.72817], [1.59228, -0.26556, -0.09594], [2.69410, -1.90725, -0.73726]], "lowdin_charge": [-0.020, -0.104, 0.087, 0.052, 0.109, -0.497, 0.112, 0.083, 0.178]}

=====

{"formula": "C3H2F3N3", "method": "the ωB97M-V functional and the def2-TZVPD basis", "spin_multiplicity": 1, "e_lumo_ev": [-0.25, -1.63], "total_energy_ha": -579.198296, "symbols": ["C", "C", "C", "N", "N", "N", "F", "F", "F", "H", "H"], "coordinates": [[0.78964, -0.72760, -0.38594], [-1.11859, 0.01744, 0.06248], [-4.36663, 0.14010, -0.27655], [-0.35772, -0.13713, -0.97929], [0.73920, -0.65406, 0.94957], [-0.50908, -0.21105, 1.19182], [-4.34954, 0.32471, 1.05648], [-5.01606, 1.07699, -0.95513], [-4.62917, -1.08903, -0.65574], [1.77488, -0.95994, -0.70360], [-0.94052, -0.18244, 2.17302]], "lowdin_charge": [-0.185, -0.126, -0.405, 0.064, 0.021, -0.047, 0.105, 0.142, 0.153, 0.088, 0.190]}

=====

{"formula": "C3H2F3OP", "method": "the ωB97M-V functional and the def2-TZVPD basis", "smiles": "O=CC(F)(F)F.C#P", "spin_multiplicity": 1, "e_lumo_ev": -0.12, "total_energy_ha": -831.616112, "symbols": ["O", "C", "C", "F", "F", "F", "H", "C", "P", "H"], "coordinates": [[1.44927, -0.01508, -1.95012], [0.98979, -0.01199, -0.86489], [1.54111, -0.79322, 0.33221], [1.48962, -2.11359, 0.27020], [0.92046, -0.48110, 1.51313], [2.82449, -0.50056, 0.53156], [0.13458, 0.60169, -0.54518], [-3.13388, 1.12872, 0.07471], [-2.99204, 0.20394, 1.31558], [-3.22340, 1.98120, -0.67720]], "lowdin_charge": [0.152, -0.135, -0.590, 0.166, 0.094, 0.155, 0.120, -0.582, 0.657, -0.037]}

=====

{"formula": "C3H2F6I2NO4PbS2Se3Te", "method": "the ωB97M-V functional and the def2-TZVPD basis", "total_charge": -1, "spin_multiplicity": 1, "e_lumo_ev": 1.61, "total_energy_ha": -10127.529072, "symbols": ["Pb", "I", "C", "I", "H", "H", "Se", "Se", "Te", "Se", "F", "C", "F", "F", "S", "O", "O", "N", "S", "O", "O", "C", "F", "F", "F"], "coordinates": [[0.14342, 0.22847, 2.25552], [-0.97929, 3.26160, 3.33909], [-1.32233, 3.75854, 1.30308], [0.01368, 3.04028, -0.16045], [-1.28458, 4.83897, 1.26342], [-2.31267, 3.39786, 1.05646], [2.64022, 0.34456, 3.37167], [2.14344, -0.16808, 5.60157], [1.10886, -2.39937, 5.25386], [-0.91960, -1.59206, 4.02417], [1.96363, -3.01694, -1.30404], [2.30342, -1.93267, -1.99227], [1.93794, -2.10174, -3.26278], [3.63112, -1.80267, -1.94911], [1.52059, -0.41032, -1.28046], [1.53018, -0.67128, 0.14299], [2.32711, 0.66029, -1.78306], [0.09946, -0.32860, -1.91307], [-1.16281, -1.11916, -1.38624], [-1.18301, -2.50651, -1.74362], [-1.57560, -0.74793, -0.05699], [-2.40521, -0.32420, -2.49258], [-2.62263, 0.94666, -2.15478], [-2.03805, -0.36479, -3.76931], [-3.55730, -0.99091, -2.36311]], "lowdin_charge": [0.474, 0.728, -1.185, 0.819, -0.054, -0.038, -0.174, -0.285, 0.193, -0.304, 0.144, -0.674, 0.135, 0.133, 0.523, -0.453, -0.294, -0.303, 0.571, -0.267, -0.383, -0.687, 0.116, 0.139, 0.127]}

=====

{"formula": "C3H2FLiO3Sm", "method": "the ωB97M-V functional and the def2-TZVPD basis", "total_charge": 1, "spin_multiplicity": 6, "e_lumo_ev": [-4.15, -4.49], "total_energy_ha": -1106.290086, "symbols": ["O", "C", "C", "O", "O", "C", "Li", "F", "H", "H", "Sm"], "coordinates": [[0.57783, -2.03064, 1.08167], [1.20319, -1.34593, 0.35292], [-1.43299, 0.54103, 1.29042], [-0.36689, 0.70448, 0.62697], [2.19591, -0.88444, -0.04874], [-1.61376, 0.18954, 2.59707], [-1.04910, -1.99802, 2.18383], [-2.56234, 0.61464, 0.52813], [-2.62718, 0.11107, 2.99120], [-0.77238, 0.32337, 3.27900], [1.93631, 1.98968, 0.90869]], "mulliken_spin": [0.011, -0.020, -0.030, -0.005, -0.018, 0.013, 0.004, -0.003, 0.002, 0.008, 5.038]}